54
Properties=species:S:1:pos:R:3 method="wB97M-V/def2-TZVPD" relative_energy_kj_mol=358.2 charge=+2 e_lumo_ev="-7.529 / -7.398" e_homo_ev="-13.327 / -12.949" spin_multiplicity=3 homo_lumo_gap_ev="5.8 / 5.6"
W 2.39253 -1.01676 1.06385
P -1.76559 -1.58387 -0.11213
P 0.94021 -0.92592 -2.04811
N 2.78630 1.17102 4.85089
N 3.27149 2.93655 6.54660
N 2.93673 -0.13468 2.81758
C -0.76868 2.47303 1.78053
C -0.03438 0.39565 -0.88655
C 3.11093 2.13401 5.69460
C 2.69523 -1.30628 -1.98118
C -2.10339 -3.01634 0.88022
C -0.33845 -0.59201 0.27397
C -1.31082 1.09947 1.93902
C -3.36503 -0.66794 -0.09597
C -0.84366 2.84961 -0.76660
C -0.38585 -0.10699 1.74606
C -0.15416 -2.39614 -2.20730
C -1.59640 -2.03998 -1.84577
C -1.14421 1.40408 -1.21586
C 0.66109 -0.24066 -3.73967
C -0.40431 3.10988 0.66010
C 2.98790 0.69303 3.70048
C 2.86682 0.89465 0.31764
H -1.97142 -1.19613 -2.44617
H -3.63330 -0.26615 0.88721
H 1.42451 0.51110 -3.98276
H -0.33427 0.22149 -3.81508
H -2.17368 0.94331 1.29594
H 0.71736 -1.05180 -4.48476
H -0.12477 -2.70563 -3.26062
H -0.78280 -0.91290 2.39418
H -1.30564 1.42216 -2.30223
H -0.17234 4.16918 0.80507
H -1.26023 -3.71553 0.85860
H -2.31173 -2.70507 1.91184
H -2.08766 1.17982 -0.73134
H 3.29377 -0.39597 -1.88750
H -3.49647 0.15224 -0.81764
H 0.22794 -3.24049 -1.61719
H -0.05060 3.26030 -1.38912
H 3.70589 1.09238 1.01645
H -1.71509 3.45103 -1.07819
H 2.96673 -1.68973 -2.98087
H 0.81426 1.06849 -0.71344
H 3.20588 0.98209 -0.72886
H 2.95435 -2.05745 -1.21301
H -0.36526 2.88289 2.73889
H -4.16375 -1.37917 -0.35183
H 0.56018 -1.41305 0.35298
H 2.00244 1.54907 0.58163
H -2.28277 -2.87854 -2.00903
H -3.00179 -3.49343 0.44941
H -1.72291 1.03625 2.96091
H 0.64890 0.04585 2.18410



62
Properties=species:S:1:pos:R:3 method="wB97M-V/def2-TZVPD" relative_energy_kj_mol=0.0 charge=+4 e_lumo_ev="-11.708 / -13.509" e_homo_ev="-20.276 / -20.590" spin_multiplicity=4 homo_lumo_gap_ev="8.6 / 7.1"
Re 0.04713 0.02535 0.17643
S -2.26341 0.18996 -0.17613
O -0.12524 0.31019 2.18685
O 0.05695 1.99850 -0.11540
O 2.04871 0.69099 0.86452
N 0.64073 -0.22998 -1.78370
N 0.18238 -2.00949 0.55781
N -2.02438 -2.28454 -2.39253
N 0.79126 0.37365 4.25617
N -3.04527 -2.23693 -1.43838
N 0.95454 0.10171 -3.92493
N -4.26964 -1.57031 0.15017
N 1.02700 4.03789 -0.03735
N -4.88284 -2.67323 -0.32317
C 0.39147 -4.52849 1.15582
C 2.25328 0.51886 2.29519
C 1.76840 -0.94407 -2.17818
C -4.13900 -3.08634 -1.30667
C 1.09738 2.75350 0.06154
C 0.26992 -3.12488 0.82506
C 1.96558 0.49979 5.14568
C -0.25064 4.73838 -0.28551
C 2.38876 2.00149 0.33398
C 0.18875 0.39388 -2.88236
C -3.15090 -1.28099 -0.49576
C 1.95854 -0.74186 -3.50353
C -0.51733 0.30241 4.93583
C -4.40833 -4.25517 -2.17376
C 2.19565 4.93700 0.06653
C 0.78465 0.59694 -5.30446
C 0.89683 0.39526 2.96838
H -5.22430 -4.82681 -1.73691
H 0.92437 -0.23300 -5.99157
H 1.73045 -0.00149 6.08073
H -0.59217 -0.65599 5.44696
H -4.71089 -3.93012 -3.17113
H 2.84071 0.01912 4.71504
H -1.32036 0.41853 4.21794
H 0.42034 -5.11593 0.23634
H 2.16291 1.55176 5.35076
H 1.31701 -4.68683 1.71382
H -3.53784 -4.90662 -2.26356
H -2.37143 -1.84269 -3.24198
H 3.12753 4.38640 0.13876
H 2.22486 5.55094 -0.83178
H -0.67628 1.03633 -2.92536
H 2.71058 -1.11718 -4.17810
H -0.41070 5.43882 0.53263
H -0.55527 1.10362 5.67172
H 2.06729 5.58035 0.93521
H 3.04455 2.51197 1.03318
H -0.21810 0.99950 -5.41462
H 2.33480 -1.55832 -1.49894
H -1.85235 -3.26136 -2.61451
H 1.52253 1.37046 -5.50242
H -1.06807 4.03030 -0.33992
H -0.45979 -4.83309 1.76802
H -4.70123 -1.04653 0.90344
H -0.16128 5.29270 -1.21795
H 2.81313 1.36632 2.68807
H 2.93242 1.83890 -0.59884
H 2.85566 -0.37951 2.43684



52
Properties=species:S:1:pos:R:3 method="wB97M-V/def2-TZVPD" relative_energy_kj_mol=13.1 e_lumo_ev=0.742 e_homo_ev=-9.456 spin_multiplicity=1 homo_lumo_gap_ev=10.2
O -0.54996 0.71067 1.10840
O 0.24804 1.74778 -0.68391
O -0.01609 -2.54156 -1.38943
N -1.22527 -0.72588 -1.94508
C 2.11806 0.52350 2.71227
C -3.18059 -0.67106 -0.44861
C 1.16537 -0.59593 -2.19490
C -2.52216 -1.31102 -1.67614
C 2.18008 -0.45786 -1.04469
C -0.06373 -1.39634 -1.79466
C 2.95155 -1.76630 -0.88460
C 3.14709 1.20102 3.61459
C 2.75207 1.13021 5.08761
C 0.36563 0.88243 0.14656
C 3.78221 1.80654 5.98373
C -3.57839 0.77840 -0.71931
C 1.51456 -0.08218 0.29513
C -3.85875 0.25643 -3.15430
C -4.52216 0.85227 -1.91629
C 2.53213 0.58505 1.24476
C -3.43731 -1.18931 -2.89885
H 2.87320 0.34559 -1.31778
H -1.20559 0.23446 -2.24747
H 2.00971 -0.52197 3.00953
H 0.87258 0.39231 -2.54727
H 4.11925 0.72060 3.47988
H -1.26170 1.36650 1.02376
H 3.61124 -1.73847 -0.02131
H 2.24902 -2.58665 -0.76282
H -4.32714 -1.79670 -2.72305
H 1.12242 -0.98708 0.76762
H -2.92408 -1.59053 -3.77486
H 2.66896 1.62616 0.94017
H 4.75351 1.32852 5.87618
H -4.07320 -1.24695 -0.19694
H 3.55651 -1.95692 -1.76813
H -4.55117 0.28794 -3.99797
H 1.14822 1.00453 2.84847
H 3.48280 1.74401 7.02729
H -2.98818 0.85826 -3.42563
H -4.80219 1.89026 -2.10777
H -2.32139 -2.36802 -1.46801
H 1.65096 -1.12581 -3.01711
H 3.88755 2.85654 5.71913
H -5.43440 0.29503 -1.69101
H 2.64634 0.08363 5.38178
H -4.06804 1.19587 0.16390
H 3.25340 2.24796 3.32021
H 1.78067 1.61101 5.22367
H -2.49337 -0.73264 0.39679
H -2.69047 1.38112 -0.92696
H 3.49407 0.08315 1.13202



84
Properties=species:S:1:pos:R:3 method="wB97M-V/def2-TZVPD" charge=+1 e_lumo_ev=-4.985 e_homo_ev=-10.617 spin_multiplicity=1 homo_lumo_gap_ev=5.6
S 3.91603 0.89338 -4.16668
S 4.49757 -3.04334 -1.80978
S 4.41700 1.04849 1.74024
S -4.37601 -2.06037 7.42326
S 2.10921 2.39898 -7.16979
S -1.55578 -2.16227 2.12586
O -1.07591 1.98323 -1.48960
O 2.72726 1.94477 -3.79342
O 2.31142 1.20204 -6.38392
O -1.94910 -1.20817 1.11523
O 5.54404 2.11305 1.23586
O 5.24254 -0.31439 1.39173
O -4.83561 -1.50789 8.88662
O 0.51083 2.56140 -7.44676
O 4.51304 -2.83839 -0.19248
O -2.87254 -3.01675 2.56908
O -3.17035 -1.36964 7.02870
O 4.02029 -1.82582 -2.42317
O -1.33613 -1.36779 3.53243
O 2.55867 2.08163 -8.70527
O -5.62326 -1.45181 6.56625
O 3.70569 0.42116 -5.51545
O 2.64414 3.68702 -6.79404
O -0.45615 -3.08530 1.95277
O 5.17070 1.45194 -3.71399
O 0.15086 1.57063 0.67928
O 3.30451 -4.15389 -1.87075
O -4.49268 -3.50172 7.42832
O 4.29435 1.15399 3.17559
O 5.73373 -3.68751 -2.19460
O 3.48338 -0.29096 -3.13199
O 3.28493 1.13186 0.84436
N -3.71489 2.43505 0.30429
N -4.37212 3.58180 0.01751
C 1.77236 1.30308 -2.94986
C -5.74618 3.48507 -0.53001
C -3.00622 -2.95912 3.98739
C 3.08373 -4.66889 -0.55972
C -6.65487 -1.05592 7.46727
C 3.39260 -3.50855 0.38258
C -2.45780 -1.59136 4.38512
C -5.57279 0.63805 -0.42005
C -4.05302 0.98029 0.19283
C 1.39964 1.75655 -9.46932
C 6.75777 1.42045 0.94886
C 6.33631 0.01231 0.53749
C 0.27120 2.57902 -8.85298
C -5.92923 -0.60495 8.73210
C -6.40394 2.01272 -0.75504
C -2.31106 2.67296 0.91537
C 2.55330 0.23546 -2.18826
B -1.09456 2.06229 -0.00990
H -5.98271 -0.44575 -0.58290
H -0.71400 2.16139 -9.07714
H -2.13989 3.83531 1.12467
H -7.28460 -1.92990 7.66461
H 2.05754 -5.02897 -0.45462
H -6.37337 4.46065 -0.76073
H 3.12252 0.67688 -1.36336
H -7.51185 1.96657 -1.17085
H 5.97439 -0.00461 -0.49598
H -4.05004 -3.09107 4.28200
H -3.31910 0.10032 0.52768
H 1.55606 1.98948 -10.52528
H 7.14449 -0.71418 0.65083
H -2.27897 2.13552 1.98052
H -6.57653 -0.63582 9.61263
H 7.36230 1.40015 1.86137
H -1.04775 0.99737 -1.72115
H 1.21159 0.68348 -9.35759
H -3.19231 -0.80195 4.19573
H 1.90743 -0.55602 -1.80073
H -2.15182 -1.55843 5.43419
H -7.26406 -0.26092 7.03067
H -2.40247 -3.76575 4.41652
H 3.63020 -3.84987 1.39368
H 3.77883 -5.50034 -0.40205
H 1.30607 2.03024 -2.27971
H 0.31089 3.61914 -9.19225
H 7.31153 1.93325 0.15787
H -5.52315 0.40493 8.61467
H 0.92934 2.15576 0.36926
H 2.55760 -2.80174 0.42433
H 1.00491 0.85107 -3.58645



59
Properties=species:S:1:pos:R:3 method="wB97M-V/def2-TZVPD" charge=+3 e_lumo_ev=-9.877 e_homo_ev=-18.773 spin_multiplicity=1 homo_lumo_gap_ev=8.9
Zr 0.59328 0.49934 0.37352
Br 3.44802 0.08638 -0.65175
S -1.37328 -1.11653 -1.34781
S 0.28955 2.94870 -2.15328
P 1.28822 -1.26159 2.29009
O 0.08049 -1.11035 -0.68442
O 0.45256 1.64117 -1.27840
O 0.02608 3.47409 3.09637
O -0.20555 1.71059 1.66331
N 2.24731 1.68676 1.09253
C -1.81382 -2.86883 -1.42847
C -0.71153 -3.13633 -3.70918
C 4.57677 2.03044 1.27577
C 0.50074 2.67305 2.37915
C -1.43890 3.30257 -2.02659
C 2.17858 -2.73707 1.72651
C 3.48402 1.43097 0.70003
C -0.18945 -1.89114 3.14384
C 2.30517 -0.58943 3.63330
C 1.98262 2.55608 2.08893
C -3.83658 -0.51484 -0.15516
C -4.28656 0.43417 -1.26431
C 3.00433 3.19056 2.74558
C -2.32761 -0.52313 0.08640
C -1.96836 -3.33320 -2.87263
C 4.30900 2.92169 2.32070
C 0.38365 2.34226 -3.81022
H -4.29649 -0.23110 0.79193
H 1.80815 -3.08326 0.76264
H -2.21840 -4.39460 -2.81946
H 1.74662 0.15427 4.20268
H -1.62702 3.71017 -1.03477
H -0.98279 -3.35978 -0.91563
H 2.79243 3.87730 3.55541
H 5.14137 3.40645 2.81672
H 2.05830 -3.53121 2.46361
H 1.37294 1.90567 -3.93752
H -5.35323 0.32043 -1.44721
H -2.82919 -2.83887 -3.32766
H -0.40999 1.61517 -3.97687
H 0.12660 -3.70646 -3.30407
H 0.27917 3.20505 -4.47252
H -1.67451 4.05616 -2.78150
H 3.21732 -0.13643 3.24426
H 3.24000 -2.50764 1.63000
H -1.99099 2.38132 -2.21202
H -2.03050 -1.17082 0.91470
H -3.78205 0.23916 -2.21587
H -0.82415 -1.07339 3.48615
H -1.99951 0.51869 0.27107
H -0.87832 -3.47339 -4.73013
H -0.41114 -2.08340 -3.77081
H 0.13616 -2.46635 4.01184
H -4.17185 -1.53312 -0.35661
H 5.58541 1.82489 0.94483
H 2.58204 -1.40299 4.30456
H -4.11725 1.47663 -0.98323
H -2.72509 -2.99109 -0.84276
H -0.76283 -2.55388 2.49445



60
Properties=species:S:1:pos:R:3 method="wB97M-V/def2-TZVPD" relative_energy_kj_mol=168.1 charge=+3 e_lumo_ev="-10.810 / -10.837" e_homo_ev="-15.800 / -16.874" spin_multiplicity=3 homo_lumo_gap_ev="5.0 / 6.0"
W 0.37805 0.44961 0.30929
Sb -0.23332 0.10502 2.98255
Sb -0.13179 -2.42847 -1.24192
Cl 1.67259 -1.78844 -7.47147
S -0.19627 2.81887 0.34494
O -0.02976 -0.29534 -1.30064
O 0.82234 -2.67103 -6.48513
O 1.47118 -0.46321 1.44292
O 3.14577 -1.91713 -7.68347
N 0.32210 3.04864 -2.33344
N 1.54272 4.59178 -0.93575
C 1.33534 2.58870 -3.30813
C 0.54943 -3.75217 1.54911
C -1.93105 -2.88754 -2.31645
C -1.63743 -4.47131 1.40755
C -2.97499 -4.53771 1.80336
C -1.02415 2.61659 -2.63998
C 0.68403 3.53868 -1.07749
C 1.81188 -2.35872 -2.41669
C -3.44022 -3.55936 2.74241
C -0.25440 -1.88585 3.80651
C 2.21031 5.31552 -2.07879
C -1.21614 -2.77085 3.06224
C 1.10750 0.87721 4.63271
C 1.63403 5.16063 0.44191
C -1.98299 1.12460 3.61692
C -0.70810 -3.62786 2.04990
C -2.55324 -2.68756 3.42405
H 2.30706 3.10241 -3.23266
H 1.44675 -3.26747 1.95814
H 2.01232 0.23171 4.69921
H 1.36953 1.97044 4.44360
H 1.53498 -2.87623 -3.32227
H 2.18627 6.08892 0.36787
H -0.52571 -1.86127 4.85023
H -1.40875 3.29504 -3.38759
H -1.75409 -2.55004 -3.37761
H 1.64954 6.23041 -2.33250
H 3.19279 5.56626 -1.69826
H -2.82059 -2.00772 4.23354
H 1.51842 1.51072 -3.06064
H 0.54459 0.75134 5.55374
H -0.88719 1.56383 -2.94016
H 0.62904 5.31670 0.77536
H -2.77319 0.36962 3.45460
H 2.45805 -2.98511 -1.79696
H 0.74288 -2.32182 3.64156
H -3.61897 -5.28897 1.37471
H 0.94426 2.68680 -4.31549
H -1.96051 1.39635 4.64579
H 2.35922 4.76188 -2.99281
H 0.71886 -4.51910 0.80267
H 2.11857 4.48209 1.09588
H -1.19564 -5.23534 0.74896
H 2.04031 -1.26925 -2.51785
H -2.23553 2.02956 2.99746
H -2.81075 -2.32023 -1.99104
H -2.06435 -3.99584 -2.35946
H -4.43699 -3.61488 3.11636
H -1.65461 2.62595 -1.76142



55
Properties=species:S:1:pos:R:3 method="wB97M-V/def2-TZVPD" e_lumo_ev=-0.138 e_homo_ev=-8.458 spin_multiplicity=1 homo_lumo_gap_ev=8.3
Cl 2.26558 -2.54666 4.16613
P 1.07780 -2.27168 -0.04806
O -8.02614 2.68823 -0.88895
O -6.50962 1.67805 0.75295
O 3.26664 -0.69219 2.41176
O 6.51897 2.09580 0.24008
C -1.88956 -1.93375 0.23687
C 6.75243 0.67682 0.58096
C 4.79668 1.73298 -1.67817
C -4.51262 0.14448 0.10765
C 2.79460 0.10798 -0.67266
C -4.20390 -1.04903 -0.99636
C -3.37833 -2.32695 -0.38566
C -0.71578 -2.64300 -0.71102
C -6.11536 0.49927 -0.03600
C 8.41076 0.46963 0.51594
C 1.77856 -1.01400 -1.30226
C 3.27328 1.15430 -1.86716
C -9.15241 2.16868 1.35882
C -7.84255 2.17418 0.33768
C 0.84237 -1.53538 1.69745
C 2.19764 -1.46633 2.61618
C 5.13124 2.33727 -0.19139
H -6.37628 0.66671 -1.18350
H 0.31513 -0.46538 1.66941
H 0.85539 -0.45496 -1.80703
H 2.48929 2.04482 -1.91350
H -3.98232 -2.95499 0.41654
H 8.74390 0.86592 -0.53818
H 8.82810 1.18014 1.37851
H -10.08571 2.55252 0.73259
H 3.77945 -0.36791 -0.22297
H -0.90880 -3.78422 -0.88680
H -3.92958 1.12954 -0.20953
H -4.20173 -0.17216 1.20926
H 5.53756 0.85349 -1.99784
H -6.76729 -0.41707 0.34862
H 4.43016 1.94254 0.66021
H 3.24694 0.63342 -2.93727
H 6.33457 0.40318 1.66005
H -3.14600 -3.08181 -1.27992
H -1.87147 -2.37241 1.32622
H -9.02111 2.93795 2.25535
H -5.23716 -1.47192 -1.40337
H 8.67582 -0.65582 0.71222
H -3.59553 -0.56730 -1.90059
H 4.97951 3.51819 -0.25767
H 6.27806 -0.08957 -0.16553
H -9.39410 1.07451 1.73023
H 2.37561 -1.61227 -2.13883
H 4.98665 2.59549 -2.47818
H 2.33323 0.77286 0.17659
H -0.82397 -2.11444 -1.77556
H -1.69708 -0.78124 0.30315
H 0.08846 -2.25652 2.27254



58
Properties=species:S:1:pos:R:3 method="wB97M-V/def2-TZVPD" relative_energy_kj_mol=0.0 e_lumo_ev=0.646 e_homo_ev=-10.378 spin_multiplicity=1 homo_lumo_gap_ev=11.0
F -2.73689 -0.76209 -3.31490
F 0.14509 -4.85071 -1.33365
F -0.15329 -1.96025 0.71316
F -2.66025 -2.86727 -3.65117
F 1.13863 -2.51710 -0.88684
F -5.32412 -2.24822 -3.52482
F -5.06849 -1.04492 -1.78542
F -1.60204 -4.59621 -0.01585
O -2.36842 -2.07117 -1.45839
C 4.98023 -2.37413 1.29464
C 3.97819 -1.23880 1.34069
C -3.01816 2.16873 -1.77032
C -2.43932 4.58810 2.15472
C 5.73221 -4.51239 2.23042
C -2.69262 6.10973 2.19323
C 4.04184 -0.43119 -0.02500
C -4.54553 -2.08053 -2.51251
C 4.71814 -3.44013 2.35660
C -0.13192 -2.61126 -0.47427
C -2.38137 4.26608 -0.36219
C -3.04702 -1.97361 -2.73851
C -3.05152 3.67775 -1.56277
C -1.01083 -1.84701 -1.51845
C 3.19476 0.95043 -0.24884
C -0.34804 -4.15314 -0.32570
C -3.04704 3.83135 0.95277
H -2.49859 4.04854 -2.42583
H -1.30038 4.16364 -0.45735
H 2.97189 1.09475 -1.30600
H -4.05910 4.08858 -1.62683
H -2.22273 6.59706 3.04752
H 5.08015 -2.72882 0.26882
H -0.53898 -1.83581 -2.50095
H -4.70168 -2.92287 -1.83857
H -1.36610 4.46569 2.30070
H 2.24645 0.89680 0.28588
H 5.93419 -1.86842 1.44407
H -3.74863 6.36118 2.09476
H -1.07403 -0.83775 -1.11160
H -4.11141 4.05996 0.89826
H -2.91140 4.07602 2.99319
H 3.01247 -1.66778 1.60802
H 3.74291 -3.92556 2.31938
H -2.47905 5.34735 -0.45923
H 5.82280 -4.78633 1.17929
H -1.96983 1.87022 -1.76817
H 5.54133 -5.38229 2.85884
H 6.76240 -4.31719 2.52822
H -2.96048 2.75124 1.07098
H 3.54634 -1.09550 -0.73302
H 5.12097 -0.44188 -0.17814
H 4.29321 -0.54728 2.12214
H 4.76397 -2.99663 3.35123
H -2.13990 6.53510 1.35559
H -3.59928 1.62678 -1.02420
H -3.49588 1.89473 -2.71095
H 3.82530 1.77242 0.09005
H 0.21082 -4.30799 0.59724



Number 1: total energy -1579.49254 Ha. Number 2: total energy -1859.98744 Ha. Number 3: total energy -946.91466 Ha. Number 4: total energy -5145.98427 Ha. Number 5: total energy -4780.65158 Ha. Number 6: total energy -2482.05667 Ha. Number 7: total energy -1769.09219 Ha. Number 8: total energy -1541.03439 Ha.